Entry 1:
# C26H53N5O6

A 4-piece molecular cluster, C26H53N5O6 overall in a non-equilibrium geometry (ωB97M-V/def2-TZVPD, the Open Molecules 2025 dataset).

Geometry as XYZ:
```
90
Properties=species:S:1:pos:R:3:lowdin_charge:R:1
C -2.303 -2.585 1.021 -0.068
C -2.822 -1.313 1.693 -0.422
C -1.681 -0.316 1.916 -0.065
C -4.011 -0.693 0.980 -0.167
C -3.717 -0.376 -0.504 -0.121
C -3.677 1.122 -0.760 -0.208
C -5.047 1.815 -0.720 -0.386
O -6.075 1.425 -0.201 0.102
N -4.952 3.054 -1.446 0.094
C -3.527 3.152 -1.904 -0.266
C -2.801 3.962 -0.826 -0.153
C -1.282 4.099 -0.972 -0.184
C -0.479 2.977 -0.298 -0.213
C 0.840 2.733 -1.005 -0.228
C 1.650 1.604 -0.397 -0.298
N 2.769 1.266 -1.275 0.004
C -3.193 1.661 -2.094 -0.216
C -1.837 1.266 -2.683 -0.104
C -1.912 0.126 -3.675 -0.166
O -1.988 -1.151 -3.031 -0.030
C -1.106 -2.076 -3.464 -0.311
O -1.338 -3.284 -3.422 0.061
H -3.075 -3.116 0.470 0.081
H -1.489 -2.386 0.330 0.067
H -1.911 -3.263 1.773 0.076
H -3.155 -1.608 2.687 0.120
H -1.166 -0.611 2.826 0.046
H -0.947 -0.345 1.115 0.062
H -2.052 0.689 2.090 0.074
H -4.902 -1.309 1.037 0.114
H -4.254 0.239 1.488 0.105
H -4.486 -0.826 -1.124 0.127
H -2.735 -0.763 -0.743 0.092
H -3.181 1.542 0.114 0.127
H -5.508 2.961 -2.289 0.130
H -3.408 3.707 -2.829 0.148
H -3.021 3.606 0.174 0.114
H -3.235 4.956 -0.876 0.113
H -1.006 5.015 -0.457 0.109
H -0.984 4.231 -2.009 0.107
H -1.054 2.059 -0.278 0.073
H -0.283 3.257 0.732 0.121
H 1.448 3.634 -1.011 0.119
H 0.681 2.477 -2.053 0.094
H 1.003 0.748 -0.179 0.099
H 2.065 1.929 0.554 0.112
H 3.286 0.462 -0.918 0.015
H 2.403 1.054 -2.191 0.047
H -3.950 1.342 -2.813 0.149
H -1.085 1.065 -1.932 0.103
H -1.496 2.119 -3.270 0.124
H -1.068 0.152 -4.361 0.117
H -2.803 0.219 -4.289 0.130
H -0.139 -1.689 -3.813 0.135
C -1.032 -0.466 6.178 -0.343
O -0.840 -0.505 4.978 0.008
N -2.087 0.135 6.754 -0.197
C -2.276 0.156 8.190 -0.059
C -3.067 0.781 5.895 -0.034
H -0.344 -0.931 6.903 0.134
H -3.216 -0.333 8.455 0.089
H -2.299 1.185 8.553 0.089
H -1.459 -0.369 8.679 0.081
H -3.501 0.055 5.207 0.090
H -2.589 1.564 5.305 0.093
H -3.853 1.216 6.506 0.085
C 5.189 -0.750 0.680 -0.324
O 4.378 -0.949 -0.213 -0.020
N 6.258 -1.513 0.914 -0.185
C 7.189 -1.220 1.985 -0.055
C 6.493 -2.676 0.062 -0.028
H 5.096 0.100 1.374 0.139
H 8.188 -1.051 1.578 0.090
H 7.230 -2.055 2.686 0.090
H 6.874 -0.327 2.520 0.082
H 6.594 -2.369 -0.972 0.068
H 5.649 -3.362 0.130 0.097
H 7.400 -3.182 0.382 0.090
C 5.641 -3.107 -3.853 -0.346
O 6.155 -3.583 -2.856 -0.001
N 4.337 -2.813 -3.968 -0.188
C 3.782 -2.245 -5.178 -0.060
C 3.458 -3.076 -2.836 -0.021
H 6.222 -2.874 -4.761 0.133
H 3.332 -1.273 -4.965 0.085
H 3.017 -2.907 -5.589 0.089
H 4.565 -2.112 -5.921 0.081
H 3.786 -2.512 -1.964 0.069
H 3.477 -4.138 -2.589 0.097
H 2.443 -2.785 -3.095 0.075
```

- structure (SMILES) = CC(C)CC[C@@H]1C(=O)N[C@@H](CCCCCN)[C@H]1CCOC=O.CN(C)C=O.CN(C)C=O.CN(C)C=O
- DFT total energy (hartree) = -1747.6961
- maximum force (Eh/bohr) = 0.061
- net charge = 0
- HOMO-LUMO gap (eV) = 9.159



Entry 2:
# C26H54B2Br8I2O6Si

A 5-piece molecular cluster, C26H54B2Br8I2O6Si overall in a non-equilibrium geometry (ωB97M-V/def2-TZVPD, the Open Molecules 2025 dataset).

Geometry as XYZ:
```
99
Properties=species:S:1:pos:R:3:lowdin_charge:R:1
C 0.152 3.935 4.287 -0.122
C -0.822 3.096 3.416 -0.125
B -0.177 1.716 3.033 -0.540
O 0.619 1.059 3.950 0.120
C -0.419 1.022 1.610 -0.453
C 0.338 1.949 0.620 -0.195
C 1.829 2.048 0.978 -0.159
C 2.681 2.437 -0.214 -0.254
O 2.445 3.784 -0.612 -0.058
O 0.234 -0.241 1.538 -0.137
C -0.115 -1.043 0.422 -0.158
C 1.049 -1.954 0.123 -0.208
O 1.998 -1.176 -0.628 -0.096
C 3.344 -1.567 -0.465 -0.203
C 3.863 -2.383 -1.646 -0.123
C 4.475 -1.544 -2.774 -0.235
O 3.740 -1.750 -3.987 -0.218
Si 4.535 -2.567 -5.198 0.414
C 3.475 -2.691 -6.721 -0.164
C 4.994 -4.274 -4.532 -0.150
C 6.151 -1.718 -5.690 -0.152
B 0.503 -3.145 -0.792 -0.448
C 0.562 -4.678 -0.404 0.016
O -0.044 -2.793 -2.015 0.131
C -1.909 0.938 1.266 -0.615
I -2.696 2.088 -0.347 0.987
C -2.809 0.158 1.904 -0.747
C -4.270 0.023 1.587 -0.236
I -2.198 -1.008 3.557 1.059
H 0.014 3.714 5.338 0.060
H 1.182 3.672 4.052 0.061
H 0.026 4.996 4.099 0.005
H -1.113 3.664 2.536 0.095
H -1.691 2.852 4.027 0.076
H 1.550 1.074 3.725 0.109
H -0.067 2.952 0.702 0.077
H 0.261 1.583 -0.402 0.094
H 2.199 1.132 1.436 0.118
H 1.973 2.851 1.708 0.123
H 2.498 1.770 -1.058 0.116
H 3.725 2.401 0.085 0.118
H 1.502 3.915 -0.709 0.071
H -0.314 -0.465 -0.477 0.136
H -0.979 -1.662 0.686 0.114
H 1.465 -2.326 1.060 0.147
H 3.511 -2.093 0.475 0.123
H 3.936 -0.650 -0.399 0.117
H 4.595 -3.087 -1.252 0.116
H 3.064 -2.971 -2.092 0.115
H 5.514 -1.849 -2.903 0.098
H 4.419 -0.479 -2.562 0.120
H 2.485 -3.084 -6.504 -0.053
H 3.966 -3.358 -7.429 0.039
H 3.372 -1.718 -7.198 0.034
H 5.201 -4.980 -5.330 0.030
H 4.215 -4.645 -3.872 0.025
H 5.891 -4.146 -3.927 0.027
H 6.433 -0.938 -4.987 0.025
H 6.057 -1.273 -6.677 0.024
H 6.960 -2.445 -5.712 0.028
H -0.419 -5.131 -0.542 0.063
H 1.302 -5.175 -1.027 0.071
H 0.836 -4.782 0.643 0.059
H -0.893 -3.234 -2.103 0.100
H -4.370 -0.373 0.578 0.053
H -4.760 -0.625 2.300 0.029
H -4.746 1.001 1.585 -0.010
Br 1.827 5.791 7.187 0.632
C 1.411 7.676 6.959 -0.695
C -0.072 7.931 6.962 -0.690
Br -0.911 7.410 5.284 0.643
H 1.885 7.992 6.036 0.051
H 1.881 8.178 7.801 0.056
H -0.270 8.996 7.062 0.056
H -0.588 7.391 7.749 0.050
Br -4.350 -3.637 0.178 0.608
C -5.329 -3.599 1.859 -0.701
C -5.557 -4.982 2.404 -0.697
Br -6.963 -5.918 1.438 0.607
H -6.254 -3.065 1.668 0.055
H -4.707 -3.021 2.541 0.016
H -5.899 -4.930 3.435 0.059
H -4.671 -5.604 2.346 0.050
Br 0.327 -4.481 -5.678 0.654
C -0.816 -3.013 -6.242 -0.680
C -2.149 -3.501 -6.741 -0.702
Br -2.017 -4.274 -8.521 0.604
H -0.265 -2.460 -6.996 0.052
H -0.944 -2.392 -5.358 0.059
H -2.844 -2.670 -6.837 0.058
H -2.580 -4.263 -6.101 0.048
Br -4.741 3.217 3.789 0.666
C -5.765 4.672 3.003 -0.682
C -7.006 4.164 2.323 -0.691
Br -6.579 3.310 0.630 0.612
H -5.099 5.190 2.321 0.053
H -6.023 5.330 3.830 0.058
H -7.677 4.985 2.079 0.058
H -7.536 3.429 2.920 0.050
```

- structure (SMILES) = CCB(O)[C@@](CCCO)(OC[C@H](OCCCO[Si](C)(C)C)B(C)O)/C(I)=C(/C)I.BrCCBr.BrCCBr.BrCCBr.BrCCBr
- DFT total energy (hartree) = -23001.3108
- maximum force (Eh/bohr) = 0.025
- net charge = 0
- HOMO-LUMO gap (eV) = 8.622



Entry 3:
# C26H54BaCl3N5O4PSi

C26H54BaCl3N5O4PSi as an isolated structure in a non-equilibrium geometry (ωB97M-V/def2-TZVPD, the Open Molecules 2025 dataset).

Geometry as XYZ:
```
95
Properties=species:S:1:pos:R:3:lowdin_charge:R:1
C 2.423 -2.714 -2.790 -0.065
C 2.342 -1.762 -3.964 -0.231
H 1.641 -3.495 -2.794 0.072
H 2.302 -2.150 -1.869 0.028
H 3.385 -3.251 -2.744 0.081
C 2.447 -2.238 -5.218 -0.160
C 2.730 -3.671 -5.504 -0.125
H 2.463 -1.589 -6.104 0.102
H 2.018 -4.322 -4.994 0.062
H 3.715 -3.989 -5.140 0.071
H 2.655 -3.827 -6.581 0.061
Ba 1.598 0.563 -0.133 1.666
Cl 2.936 1.975 2.189 -0.379
Cl 2.272 3.387 -1.886 -0.198
C 0.060 3.179 0.310 -0.489
O -0.595 2.116 0.175 -0.230
N -0.391 4.378 -0.029 -0.185
C -1.702 4.469 -0.649 -0.038
C 0.479 5.538 0.006 -0.076
H 1.091 3.179 0.721 0.009
H -2.417 3.883 -0.063 0.089
H -1.696 4.078 -1.674 0.081
H -1.988 5.520 -0.659 0.077
H 0.907 5.624 1.012 0.092
H -0.123 6.418 -0.230 0.077
H 1.316 5.408 -0.698 0.010
H -0.403 -4.452 2.355 0.090
H -0.786 -3.898 -1.540 0.086
C -1.326 -4.255 1.775 -0.044
C -1.516 -4.026 -0.733 -0.028
N -0.914 -3.609 0.533 -0.178
H -2.008 -3.595 2.351 0.083
C -0.086 -2.560 0.589 -0.300
O 0.368 -1.954 -0.408 -0.165
H -2.427 -3.448 -0.947 0.085
H 0.287 -2.298 1.597 0.133
H -1.833 -5.194 1.524 0.084
H -1.776 -5.083 -0.634 0.083
O 2.097 0.148 -2.397 -0.641
C 2.292 -0.227 -3.691 -0.408
C 0.725 0.152 -5.885 -0.131
C 1.540 0.606 -4.830 -0.158
H 0.327 -0.861 -5.860 0.034
C 0.468 0.963 -7.003 -0.114
H 3.323 0.179 -3.812 0.142
C 1.850 1.955 -4.834 -0.096
H -0.109 0.568 -7.842 0.088
C 0.940 2.277 -7.052 -0.124
C 1.606 2.771 -5.930 -0.093
H 2.327 2.387 -3.950 -0.017
H 0.789 2.912 -7.931 0.087
H 1.941 3.802 -5.883 0.095
Si -2.326 -0.051 -3.339 0.191
Cl -1.004 -1.514 -3.926 0.469
C -3.286 0.198 -4.900 -0.225
C -1.217 1.483 -3.138 -0.186
C -2.600 -0.652 -1.591 -0.211
H -2.583 0.382 -5.720 0.030
H -3.893 1.096 -4.734 0.028
H -3.879 -0.681 -5.195 0.027
H -1.876 -1.473 -1.418 -0.026
H -3.620 -1.011 -1.418 0.022
H -2.342 0.110 -0.839 0.034
H -1.142 2.041 -4.084 0.043
H -0.196 1.296 -2.781 0.014
H -1.744 2.088 -2.392 0.000
C -2.050 -1.958 5.398 -0.114
N -0.670 -1.569 5.730 -0.323
C 0.246 -2.711 5.706 -0.115
P -0.124 -0.193 4.905 0.544
O -0.015 -0.257 3.426 -0.284
N -1.298 0.896 5.403 -0.316
C -1.506 2.122 4.625 -0.096
C -1.708 1.009 6.795 -0.132
N 1.327 0.043 5.697 -0.319
C 2.373 0.854 5.112 -0.166
C 1.379 0.021 7.143 -0.138
H -2.103 -2.448 4.409 0.066
H -2.700 -1.072 5.408 0.075
H -2.397 -2.673 6.157 0.082
H 0.254 -3.196 4.717 0.074
H 1.256 -2.376 5.963 0.074
H -0.100 -3.440 6.449 0.082
H -2.563 2.424 4.727 0.080
H -0.861 2.951 4.981 0.089
H -1.291 1.930 3.563 0.077
H -1.781 0.028 7.266 0.070
H -1.033 1.639 7.392 0.074
H -2.704 1.471 6.821 0.081
H 2.195 1.926 5.246 0.076
H 3.332 0.598 5.576 0.083
H 2.434 0.667 4.036 -0.053
H 1.139 0.996 7.579 0.074
H 0.717 -0.733 7.562 0.069
H 2.403 -0.228 7.435 0.082
```

- DFT total energy (hartree) = -3635.0443
- energy relative to the best compared isomer or geometry (same formula, charge and spin) (kcal/mol) = 80.1
- maximum force (Eh/bohr) = 0.065
- net charge = -1
- HOMO-LUMO gap (eV) = 6.339



Entry 4:
# C26H54N2O12

A 7-piece molecular cluster, C26H54N2O12 overall in a non-equilibrium geometry (ωB97M-V/def2-TZVPD, the Open Molecules 2025 dataset).

Geometry as XYZ:
```
94
Properties=species:S:1:pos:R:3:lowdin_charge:R:1
C 4.686 1.524 0.176 -0.173
O 4.856 2.448 0.986 0.210
N 5.699 1.009 -0.532 -0.035
C 7.098 1.485 -0.421 0.051
C 5.536 -0.196 -1.353 0.053
H 3.744 0.979 0.007 0.154
H 7.333 1.624 -1.476 0.119
H 7.866 0.828 -0.013 0.130
H 7.176 2.413 0.146 0.112
H 4.470 -0.354 -1.515 0.086
H 6.080 0.026 -2.271 0.124
H 5.998 -1.068 -0.890 0.136
C -0.008 1.350 0.389 -0.345
O 1.007 1.214 -0.281 -0.031
N -1.020 0.465 0.549 -0.168
C -0.964 -0.843 -0.038 -0.044
C -1.915 0.791 1.729 0.005
H -0.246 2.303 0.887 0.122
H -2.002 -0.954 -0.351 0.098
H -0.586 -1.609 0.639 0.091
H -0.481 -0.905 -1.013 0.070
H -2.917 0.418 1.514 0.092
H -1.512 0.351 2.641 0.079
H -2.027 1.875 1.724 0.070
O 0.779 -3.888 -3.887 0.091
C 1.997 -3.824 -3.924 -0.493
O 2.727 -2.752 -3.497 -0.042
C 2.140 -1.626 -2.831 -0.209
C 2.338 -0.406 -3.729 -0.065
C 2.892 -4.927 -4.385 0.026
H 2.585 -1.488 -1.845 0.094
H 1.096 -1.900 -2.681 0.104
H 3.317 -0.337 -4.203 0.075
H 2.176 0.566 -3.262 0.068
H 1.667 -0.463 -4.587 0.078
H 2.872 -4.923 -5.474 0.101
H 2.573 -5.916 -4.057 0.095
H 3.866 -4.839 -3.904 0.086
O -2.766 4.417 1.009 0.054
C -2.280 4.882 -0.033 -0.491
O -1.129 5.574 -0.099 -0.033
C -0.146 5.480 0.940 -0.197
C 0.234 6.973 1.221 -0.053
C -2.950 4.701 -1.381 0.024
H 0.701 4.882 0.604 0.115
H -0.653 5.111 1.832 0.110
H -0.689 7.546 1.309 0.082
H 0.861 7.355 0.415 0.071
H 0.818 7.112 2.130 0.071
H -2.393 4.036 -2.041 0.077
H -3.291 5.593 -1.907 0.090
H -3.933 4.305 -1.125 0.085
O -1.364 1.627 7.817 0.104
C -1.951 1.204 6.840 -0.500
O -3.166 1.603 6.396 -0.029
C -3.827 2.617 7.018 -0.267
C -5.290 2.589 6.486 -0.047
C -1.415 0.102 5.926 0.015
H -3.214 3.491 6.799 0.129
H -3.939 2.551 8.100 0.125
H -5.290 2.757 5.409 0.074
H -5.911 3.292 7.041 0.074
H -5.708 1.628 6.786 0.077
H -0.691 0.501 5.215 0.077
H -2.206 -0.443 5.411 0.079
H -0.965 -0.586 6.641 0.086
O -2.187 -5.513 -0.213 0.117
C -1.470 -5.388 0.748 -0.498
O -0.175 -4.927 0.769 -0.024
C 0.434 -4.469 -0.424 -0.267
C 1.755 -4.034 -0.003 -0.075
C -1.925 -5.697 2.156 0.016
H -0.166 -3.608 -0.719 0.102
H 0.473 -5.108 -1.307 0.131
H 1.624 -3.099 0.543 0.076
H 2.488 -3.874 -0.794 0.072
H 2.174 -4.751 0.704 0.093
H -2.966 -6.008 2.248 0.090
H -1.866 -4.794 2.764 0.084
H -1.267 -6.454 2.581 0.090
O -3.425 -1.859 -4.907 0.066
C -2.567 -1.901 -4.001 -0.460
O -1.719 -0.918 -3.658 -0.035
C -1.886 0.371 -4.085 -0.248
C -0.673 1.221 -3.788 -0.048
C -2.359 -3.242 -3.260 0.030
H -2.807 0.748 -3.642 0.134
H -2.019 0.233 -5.158 0.129
H 0.144 1.080 -4.496 0.059
H -0.206 0.892 -2.860 0.052
H -0.899 2.284 -3.706 0.078
H -1.287 -3.266 -3.064 0.039
H -2.731 -4.068 -3.866 0.097
H -2.841 -3.200 -2.283 0.080
```

- 2S+1 = 2
- DFT total energy (hartree) = -2035.1159
- maximum force (Eh/bohr) = 0.080
- net charge = +1
- HOMO-LUMO gap (spin up / spin down) (eV) = 7.742 / 2.776



Question: Number 2 is which compound?
Answer: C26H54B2Br8I2O6Si



Question: Which of these has the lowest DFT total energy?
Answer: C26H54B2Br8I2O6Si



Question: What is the net charge in the fourth record?
Answer: +1



Question: Which formula does entry 3 have?
Answer: C26H54BaCl3N5O4PSi